Formula: C22H15CuF12N5O14S4
Source: the Open Molecules 2025 dataset
Level of theory: ωB97M-V/def2-TZVPD

The LUMO energy (alpha / beta) comes out at -0.04578 / -0.12897 Ha. The HOMO-LUMO gap (alpha / beta) is 8.97 / 6.71 eV. The spin multiplicity is 2. The energy above the lowest of the compared OMol25 structures with the same formula, charge and spin is 40.18 kcal/mol. The HOMO energy (alpha / beta) is -10.22 / -10.22 eV.

Last column: Mulliken charge in e.
Cartesian coordinates (Å):
Cu  -0.06745  0.52425  0.82218  2.527
S  -2.40125  2.29653  1.13970  0.349
S  1.83485  2.24014  2.35856  0.588
S  2.99983  2.03089  0.04223  0.756
S  -3.32393  0.08831  2.15598  0.712
F  -2.53435  2.48525  -1.50571  -0.170
F  4.05365  0.69771  2.79758  -0.187
F  -3.61359  -1.85649  0.34264  -0.199
F  -4.16457  -2.37297  2.39344  -0.211
F  2.42354  0.39382  4.15413  -0.177
F  2.26901  -0.01835  -1.53479  -0.189
F  4.20543  0.83872  -2.02285  -0.226
F  -2.09432  -2.21141  1.79652  -0.206
F  3.97516  -0.39331  -0.27147  -0.243
F  -4.18546  1.46366  -0.66024  -0.217
F  3.60548  2.19319  4.34264  -0.219
F  -3.99494  3.63805  -0.44907  -0.227
O  -0.02828  1.39738  -1.38765  0.460
O  0.54792  1.91238  2.92328  -0.596
O  0.36567  -1.02531  2.37772  -0.384
O  -3.17257  2.98066  2.14200  -0.544
O  0.60889  -2.95723  -1.36449  -0.589
O  2.47318  3.10972  -0.78240  -0.604
O  -2.95436  0.05481  3.54519  -0.643
O  -0.09102  -1.34084  4.43449  -0.583
O  4.24792  2.31329  0.72291  -0.581
O  2.22205  3.61433  2.32788  -0.597
O  -0.53747  -1.33062  -0.57189  -0.448
O  -4.66174  0.53133  1.87297  -0.605
O  -0.33186  0.46365  -3.28059  -0.714
O  -1.08375  2.80814  0.82257  -0.545
N  0.58118  -1.55414  3.46875  0.823
N  -0.41205  -2.30846  -1.30251  0.879
N  1.80570  1.39749  0.87433  -0.190
N  -0.16395  1.46272  -2.59996  0.622
N  -2.09043  0.65201  1.27840  0.069
C  0.41359  5.19234  -4.37231  -0.438
C  3.87812  -4.15669  3.74974  -0.507
C  0.26223  5.11028  -2.98324  -1.107
C  -2.73493  -4.44144  -3.25942  -0.502
C  0.35100  4.05625  -5.17840  -0.697
C  -3.59538  -2.18720  -3.20380  -0.865
C  3.05893  -3.96348  4.84397  -0.503
C  -0.00951  2.75130  -3.21624  0.217
C  -3.37632  2.48795  -0.47121  0.681
C  -2.48221  -1.78432  -2.48288  0.236
C  0.09503  3.87492  -2.40045  0.275
C  1.95599  -3.13022  4.73381  -0.386
C  0.08873  2.83257  -4.59034  -0.518
C  3.65937  -3.42586  2.57684  -0.786
C  -3.32570  -1.72650  1.62635  0.646
C  3.38052  0.50780  -1.05319  0.674
C  -3.75276  -3.52750  -3.55179  -0.437
C  -1.68714  -4.05118  -2.44222  -0.639
C  1.73634  -2.42990  3.56499  0.060
C  3.12134  1.32415  3.48781  0.681
C  2.56204  -2.60770  2.44479  -0.021
C  -1.55948  -2.73320  -2.07725  0.217
H  2.32268  -2.12137  1.50934  0.364
H  1.36858  -2.92455  5.61880  0.474
H  -4.64719  -3.89977  -4.03157  0.418
H  -4.41492  -1.54892  -3.50562  0.421
H  0.38717  4.20089  -6.24800  0.404
H  0.24523  5.96619  -2.32450  0.437
H  4.68457  -4.87322  3.65726  0.391
H  -2.86492  -5.44714  -3.63351  0.395
H  -0.21441  3.83310  -1.36483  0.324
H  3.27946  -4.42130  5.79792  0.401
H  -2.36742  -0.75996  -2.15597  0.221
H  -0.95234  -4.80667  -2.19697  0.450
H  0.62363  6.15725  -4.81583  0.412
H  -0.11802  1.94528  -5.17399  0.478
H  4.31592  -3.49148  1.71944  0.437